Record 1
Computed, not measured: 5 unconnected molecules or ions with the total composition C32H38ClF12N5O11S3 in a non-equilibrium geometry, with ωB97M-V with the def2-TZVPD basis set.

```
! RIJCOSX wB97M-V def2-TZVPD def2/J DEFGRID3
* xyz 0 1
C 1.9537 -6.1961 5.1040
F -2.3954 -7.7313 7.5161
C -0.2462 2.3256 5.3029
C 1.7906 1.8784 -1.3578
C 2.4629 -2.8788 1.3827
O -1.0806 0.2960 6.2960
H -0.4630 -1.5315 -5.8761
O -2.7057 1.3179 0.5514
H -3.2977 0.8330 7.4047
H -0.3811 -0.8004 -8.8478
C -1.1228 6.5052 -6.4991
H -0.5386 -0.3887 3.1423
C -0.0523 -1.4515 -1.6233
H -1.5044 1.9682 9.6191
O -0.6822 -2.3210 -2.1581
F 0.6839 1.5587 4.7340
H 3.6570 0.0931 0.7162
H 0.7340 6.6168 -7.5821
C 0.7704 0.1054 1.6633
F -1.9537 3.5102 -7.4359
F -0.1443 2.9647 -6.3992
F 0.3662 3.3222 5.9438
F -2.0548 2.7276 -5.4240
H -0.7100 5.9522 -5.6586
H 2.8518 -2.1067 2.0237
C -1.8476 -0.8424 0.0325
S -1.1424 0.8243 -2.0037
C 0.7075 0.1118 0.1262
H -1.6314 -1.7045 0.6358
O 0.0554 -7.7475 5.0476
C 0.9490 1.5524 -0.3374
O -2.5503 8.4506 -7.7226
H 1.6378 -3.1044 -0.5393
H -0.2652 5.2093 -7.9787
H 5.1288 -6.9132 4.0531
C -1.1126 1.4884 6.2633
N 1.2975 -1.1831 -1.7491
H 1.7901 -0.1414 1.9152
Cl -3.0761 -0.2667 2.5166
H -0.2511 4.4129 0.4692
C 1.7166 -0.9759 -0.3574
H -0.6877 6.8055 -8.5954
C -0.8472 -7.1837 5.8253
H -2.1529 6.1796 -6.6319
H 0.0170 -2.3770 -8.1599
N 3.7311 -7.2321 2.5692
C -1.5519 1.1927 -7.1437
S 3.5079 -0.6172 -0.3986
O -1.8777 2.2895 6.9800
H 1.8562 -1.8652 -2.2420
C 1.1882 4.1154 -1.0354
H 1.0228 -0.9615 -7.7998
O -1.1013 7.8891 -6.0894
H -2.5808 -1.1685 -0.6834
C 0.8761 -6.8546 4.2668
F -2.4393 -8.9209 5.7104
C 0.3512 3.6922 -0.0474
C -1.7246 10.1386 -6.2125
H -1.8839 -1.3346 -6.8912
O -1.0657 -6.0204 5.9471
C -0.5679 -0.3748 -0.6752
H 0.2468 -6.1209 3.7629
C 1.9266 3.1906 -1.7107
S 3.8227 -3.8784 0.6901
H -3.4983 2.3983 8.1796
H 2.5745 3.4971 -2.5040
N 0.2237 2.4340 0.3320
F -2.2819 11.0227 -7.0266
H 2.5975 -5.5920 4.4685
C -2.0388 1.1467 9.1410
C -1.6428 -8.2740 6.5673
H 1.2400 5.1562 -1.2783
C -1.8500 8.7175 -6.7939
H -1.3101 0.3790 8.8871
H 1.8999 -3.5425 2.0197
F -2.3424 10.2013 -5.0275
O -2.2386 0.9073 -8.0770
C 1.5334 -2.4026 0.2667
O 4.7551 -5.3227 2.7172
N 3.2492 -6.4033 1.5751
H 2.3244 1.1334 -1.8982
F -0.8231 -9.1639 7.1335
C -0.8528 -1.0149 -6.7491
O -0.8265 0.3843 -6.3965
C -2.4960 0.2106 0.8818
H 2.5546 -6.9582 5.6016
H 0.5329 -2.5433 0.6380
C 4.5884 -6.5533 3.2121
H 1.3288 -7.4825 3.5039
H 0.4466 -1.5740 2.7841
F -0.4430 10.4721 -6.0352
C -1.4253 2.6254 -6.5973
C 0.0014 -1.3061 -7.9632
H -2.7477 0.7247 9.8518
C 3.8867 -5.3014 1.6769
H 0.6262 1.0841 2.0759
N -0.1094 -0.8493 2.3563
H -2.3220 0.2649 -2.2527
C -2.7689 1.6389 7.9111
H 1.5371 -5.5515 5.8768
C -0.2875 6.2677 -7.7378
F -1.0047 2.8463 4.3344
*
```

* HOMO level: -0.3314 hartree
* E: -141411.254 eV
* maximum force: 0.033 hartree/bohr
* structure (SMILES): NC[C@@]1(c2ccccn2)[C@@](S)(CCSc2nnco2)NC(=O)[C@@]1(S)CC(=O)Cl.CCOC(=O)C(F)(F)F.CCOC(=O)C(F)(F)F.CCOC(=O)C(F)(F)F.CCOC(=O)C(F)(F)F

---

Record 2
Computed, not measured: a molecular structure, C32H38F9KN5O3PS2 in a non-equilibrium geometry, with ωB97M-V with the def2-TZVPD basis set.

```
! RIJCOSX wB97M-V def2-TZVPD def2/J DEFGRID3
* xyz -2 1
H -2.9923 5.9003 0.6635
P -3.3219 2.5432 -0.0451
C 2.5908 -3.7579 5.1124
F -5.2029 -1.1006 0.4862
C 2.3871 4.9646 0.7255
C -5.9044 0.6864 -2.1694
H 3.2741 -1.4763 2.6987
H 2.2023 5.9830 1.0589
O -2.5338 -1.4785 0.1309
H 4.4584 1.4818 -2.0514
C 1.3363 4.0811 0.5989
C 3.9039 3.2445 0.0494
C -4.6444 -2.2398 0.9553
H -6.3384 2.7670 3.0653
O 0.5133 1.9735 -0.0795
C -3.6718 -3.0830 -1.2413
C -2.8291 6.0712 -1.4883
C -3.2807 -2.5417 0.1951
H 0.3247 4.3895 0.8480
C -3.9850 1.5096 2.3368
H 5.4391 -4.0888 1.2339
C 3.6900 4.5650 0.4320
F -1.6220 -4.2964 0.2286
F -2.6017 -3.1835 -2.0306
H -5.4672 4.3231 1.4267
H -3.4954 5.8399 -2.3240
F -2.0140 -3.2868 2.0964
C 3.9400 -3.5124 2.6723
C -5.7473 2.8872 -1.2637
N -2.6199 4.0429 -0.2535
C 3.2837 -2.4170 3.2342
H 3.2397 -5.8028 5.0844
H 4.8954 -2.3805 1.1113
C -1.6663 3.9961 -1.3994
H 3.9766 -0.2315 -2.0150
C 4.5960 -3.4036 1.3298
C -4.7404 3.7857 2.0421
H 2.0482 -3.8593 6.0451
H -0.7076 5.8909 -1.0602
H -1.1024 5.5981 -2.7630
O -2.3385 1.4619 -0.0383
H -6.3816 2.4764 -3.2855
F -4.4193 -2.0325 2.2718
C 2.6127 -2.5431 4.4415
H -2.9499 1.1768 2.3086
C -2.5842 -3.7345 0.9663
C 4.2847 0.6211 -1.4080
S 1.3605 -2.4967 -1.5569
H -3.9096 1.0546 -2.9514
S 3.4416 -3.8665 -0.0232
C -4.3754 2.1119 3.6871
H 4.9233 2.9153 -0.1343
F -4.2852 -4.2959 -1.2557
H -6.0774 0.0643 -3.0470
N -4.3929 2.3404 -1.3400
N 2.6199 -0.0281 0.2358
N 3.1313 -1.2815 0.1525
N -4.2343 2.6039 1.3590
C 2.6134 -2.2922 -0.4310
F -4.5248 -2.2203 -1.8536
H -6.2854 0.1602 -1.2932
C -1.4476 5.4614 -1.7386
H -2.8087 7.1536 -1.3501
C 3.2539 -4.8491 4.5686
K -0.7176 -0.0885 -0.0890
C -3.3007 5.3412 -0.2277
C -5.3690 3.2104 3.3067
H -5.5092 3.9636 4.0836
H 2.0948 -1.6860 4.8549
H -4.3894 5.2497 -0.1995
H -3.9399 4.4897 2.3096
H -2.1186 3.4724 -2.2540
H -7.6106 2.0839 -2.0662
C 1.5059 2.7328 0.1432
H -3.9070 0.2577 -1.3760
F -3.4340 -4.7375 1.3405
H -4.6089 0.6503 2.0936
C -4.4213 1.0011 -1.9843
H -3.5026 2.5535 4.1728
H -5.7574 3.9584 -1.4948
C 3.9225 -4.7245 3.3607
C -6.5412 2.0727 -2.2819
H -6.1743 2.7564 -0.2595
C 2.8720 2.3217 -0.0701
F -5.6140 -3.1870 0.8775
H -4.7996 1.3603 4.3518
H 4.5217 5.2543 0.5263
H 5.2212 0.3487 -0.9093
C 3.1990 0.9173 -0.3938
H 4.4281 -5.5817 2.9284
H -0.7679 3.4534 -1.1012
*
```

* HOMO level: -0.0557 hartree
* E: -119141.194 eV
* maximum force: 0.050 hartree/bohr